{"formula": "C34H36AsBF2I2N3OTl", "method": "the ωB97M-V functional and the def2-TZVPD basis", "symbols": ["H", "C", "C", "H", "H", "C", "C", "H", "C", "H", "C", "C", "H", "H", "H", "F", "H", "C", "B", "H", "H", "C", "H", "C", "F", "C", "C", "C", "C", "I", "C", "H", "C", "C", "C", "C", "C", "C", "H", "C", "C", "H", "H", "H", "C", "N", "H", "N", "C", "H", "C", "H", "H", "C", "H", "As", "H", "H", "H", "H", "H", "I", "H", "H", "C", "C", "H", "C", "C", "C", "H", "O", "N", "H", "Tl", "H", "H", "C", "H", "H", "C"], "positions_angstrom": [[6.102, 0.804, 0.727], [2.518, -4.204, 0.172], [-3.443, 1.293, 1.879], [-0.615, -6.775, 0.849], [1.660, 4.653, 0.690], [0.209, -4.749, 0.446], [2.192, -2.781, 0.238], [-2.800, -5.875, 1.562], [-4.031, 1.464, 4.288], [-1.747, -1.886, 0.393], [-1.990, 2.311, -5.838], [4.187, 0.403, 0.062], [5.040, 4.839, 3.378], [1.835, -6.186, 0.137], [3.551, -4.616, 0.093], [-0.933, 3.707, 2.923], [-5.262, 2.104, 2.693], [-1.443, -2.981, 0.345], [0.096, 3.429, 2.127], [-1.070, 2.768, -6.234], [-2.970, 2.569, -7.708], [3.299, -1.781, 0.371], [0.988, -1.283, -4.687], [3.434, 4.996, 2.011], [-0.102, 3.384, 0.808], [1.557, -5.141, 0.200], [2.217, 4.462, 1.629], [-0.724, -0.514, -5.742], [-1.827, 0.641, 3.539], [-4.217, 1.533, -0.003], [-2.145, 0.678, 2.184], [0.112, -2.471, -5.735], [3.303, 3.751, 4.073], [-4.321, 1.672, 2.935], [-0.085, -3.346, 0.275], [4.571, -2.252, 0.876], [-2.728, 1.052, 4.572], [-2.970, 1.783, -6.919], [-3.939, 1.596, -6.507], [-2.111, -5.213, 1.056], [5.617, -1.320, 1.005], [-2.551, 2.937, -5.135], [-2.545, 0.899, -7.396], [-4.202, -1.539, -3.499], [-3.040, 0.256, -3.944], [1.474, 3.728, 2.512], [6.600, -1.704, 1.385], [0.522, 1.354, 3.272], [1.399, 2.041, 4.276], [-1.583, -0.802, -6.261], [-0.842, -5.668, 0.755], [-2.391, 0.876, 5.597], [0.720, 2.293, 5.153], [0.035, -1.633, -5.046], [-0.472, -1.920, -4.175], [-1.262, 0.988, -4.465], [1.056, 0.907, 2.561], [-2.781, -1.849, -4.438], [-0.285, 0.380, 4.956], [0.002, -0.080, -6.493], [-3.658, 0.469, -4.743], [-5.465, 1.569, 5.795], [4.198, 1.334, -0.432], [-2.576, -1.533, -2.700], [-3.171, -1.233, -3.629], [5.335, -0.009, 0.624], [4.023, 5.425, 1.212], [3.081, -0.480, 0.030], [-0.406, 0.306, 3.882], [3.960, 4.607, 3.206], [3.754, 3.517, 5.045], [-1.371, 0.177, 1.300], [0.902, -2.385, 0.268], [-3.399, -3.510, 1.158], [0.883, 0.266, -0.419], [-0.034, -0.666, 3.539], [4.679, -3.319, 1.088], [-2.397, -3.839, 0.825], [-3.434, 0.861, -3.135], [2.113, 1.275, 4.648], [2.114, 3.189, 3.662]], "lumo_energy_ev": [3.62, 3.62], "de_lowest_kcal_mol": 0.0, "total_charge": -2, "e_homo_ev": [1.91, 1.89], "fmax_ev_per_a": 4.93, "homo_lumo_gap_ev": [1.7116, 1.7294]}



{"formula": "C35H90CdF6N2O17S2", "method": "the ωB97M-V functional and the def2-TZVPD basis", "symbols": ["C", "H", "N", "C", "H", "O", "H", "C", "C", "O", "O", "S", "H", "O", "F", "C", "O", "H", "H", "H", "H", "H", "H", "H", "F", "C", "C", "H", "H", "C", "H", "H", "C", "H", "H", "H", "H", "H", "C", "H", "H", "C", "H", "O", "H", "C", "C", "C", "O", "H", "H", "O", "H", "C", "O", "H", "O", "H", "S", "H", "H", "C", "H", "H", "H", "H", "H", "C", "O", "H", "Cd", "C", "H", "H", "C", "C", "H", "H", "H", "H", "C", "H", "H", "H", "H", "O", "H", "H", "C", "H", "O", "H", "H", "C", "H", "C", "H", "H", "O", "H", "C", "H", "H", "H", "H", "H", "C", "C", "H", "F", "H", "F", "H", "O", "H", "H", "H", "H", "H", "H", "H", "H", "H", "H", "H", "H", "H", "H", "F", "C", "F", "C", "C", "O", "C", "H", "C", "C", "H", "O", "H", "H", "H", "H", "C", "H", "H", "H", "C", "H", "H", "H", "N"], "positions_angstrom": [[1.161, 1.942, 7.355], [2.087, 4.230, 4.770], [-4.401, -1.532, -0.637], [1.319, 5.763, 0.523], [4.710, 1.253, -5.215], [5.512, 0.018, 6.294], [6.257, 0.856, 4.656], [-4.512, -4.077, -1.339], [1.512, 5.100, 4.452], [0.173, -4.430, 1.066], [-1.908, 5.637, -3.273], [-0.088, 1.636, 1.939], [-0.004, -4.097, 4.009], [4.157, -5.047, 2.541], [2.151, -0.614, -1.623], [-1.228, -2.829, -4.539], [-0.698, 1.373, 3.242], [4.663, 1.411, 5.104], [4.446, -5.236, 3.437], [0.970, -2.036, 2.623], [0.968, -3.278, -4.710], [-1.023, -1.816, -4.192], [-1.506, 0.485, -4.282], [-0.976, -3.121, 2.124], [1.123, -1.546, 0.094], [-4.504, 0.775, -1.825], [-4.847, -0.749, -1.919], [-1.449, 2.197, -4.485], [1.475, 1.418, 8.257], [1.967, 5.011, -0.615], [-3.822, -3.662, 1.255], [0.270, -3.910, -3.266], [0.041, 4.812, 4.386], [-3.092, 3.347, -1.125], [4.565, -0.203, 3.122], [3.696, 0.159, -3.405], [-3.375, 3.445, -2.770], [0.653, -5.260, 1.040], [0.573, 0.972, 6.334], [2.696, -3.491, 0.857], [-0.081, 3.313, 7.052], [3.153, 0.451, -4.304], [-0.283, -6.178, -0.969], [2.502, 5.963, -1.502], [-5.101, -4.978, -1.167], [0.035, -1.970, 3.179], [-4.199, -1.286, -3.225], [4.616, -0.581, 4.143], [1.283, 1.813, -0.558], [0.048, -0.971, 3.616], [-1.994, -3.261, -3.896], [-0.878, 1.222, -1.605], [-3.444, -4.231, -1.188], [-4.841, -3.343, 1.034], [5.882, 0.831, 0.442], [-1.364, 5.276, -1.310], [4.159, 0.477, -5.343], [2.729, 1.449, -4.198], [0.143, 0.890, -0.583], [1.735, -0.349, -5.721], [-1.763, -5.671, -0.113], [-6.994, -2.172, -1.866], [-3.129, -1.473, -3.139], [-4.646, -3.850, -2.397], [5.542, 0.620, -1.477], [6.133, -0.091, 0.537], [-0.850, -3.341, -0.425], [-1.619, 1.269, -5.031], [-0.068, -4.979, -4.970], [3.866, -2.399, 0.510], [-2.103, -0.713, 1.395], [2.139, -0.614, -4.744], [-0.954, -2.927, 4.866], [-4.230, -0.488, -3.967], [-5.023, -2.896, -0.410], [-1.693, 4.720, -2.188], [5.567, -3.650, 2.045], [-6.776, -0.052, -1.414], [-0.395, 0.569, 6.628], [5.862, 2.898, -1.077], [4.866, 2.536, -0.822], [5.545, 0.727, 6.940], [4.496, 2.986, 0.099], [0.678, -4.027, -0.902], [-1.990, 5.146, -4.093], [-1.104, -2.202, 2.369], [0.329, 1.563, -5.554], [-6.570, -2.787, -2.659], [3.785, -3.440, 0.823], [1.747, 5.913, 5.139], [0.131, 2.830, 7.854], [-7.023, -2.186, 0.257], [1.274, 4.305, -1.072], [5.286, 0.520, 5.020], [4.194, -2.987, 2.842], [0.949, -0.819, -1.043], [-5.463, -4.228, 1.167], [-2.652, 1.200, -5.375], [-0.297, 3.018, 1.492], [1.006, 5.081, 1.314], [-0.557, 1.244, -6.102], [-0.462, 5.692, 3.985], [2.001, 2.537, 6.996], [-1.460, -5.164, -1.777], [-4.689, -2.174, -3.624], [2.799, 4.421, -0.228], [-6.575, -2.780, -0.540], [1.863, 1.359, 2.281], [1.864, 5.310, 3.442], [2.209, 0.158, 1.809], [-8.078, -2.167, -1.984], [2.652, 2.283, 1.783], [1.952, 6.560, 0.912], [-0.938, 2.216, -7.022], [0.684, -2.779, 5.057], [-1.601, -2.702, -5.555], [-7.064, -3.736, -0.348], [-6.650, -0.498, -3.105], [4.133, -3.936, -0.083], [-3.865, 4.771, -1.741], [-0.169, -4.819, -5.911], [-5.078, 1.304, -2.586], [-0.420, 0.281, -6.595], [5.142, -1.532, 4.068], [-3.446, 1.034, -1.843], [-5.130, -2.568, 1.744], [1.221, 0.146, 6.041], [1.312, -0.648, -4.035], [2.027, 1.403, 3.659], [-0.039, -3.043, 4.285], [0.163, -1.537, -1.790], [-0.213, -4.217, -0.305], [4.485, -3.760, 2.131], [-0.359, 4.583, 5.712], [-6.369, -0.799, -2.095], [3.593, -0.700, 4.502], [-3.052, 4.072, -1.938], [0.052, -3.717, -4.317], [-1.317, 4.536, 5.740], [-2.980, -1.526, -0.424], [0.412, 1.563, 5.432], [4.135, 2.715, -1.610], [-0.166, 3.973, 3.721], [1.755, 6.481, -1.812], [-0.988, -5.361, -0.814], [2.583, -1.593, -4.927], [-4.883, 1.136, -0.869], [4.044, 0.581, -0.443], [5.017, 1.040, -0.619], [-0.186, 2.425, -7.581], [-0.993, 3.948, -2.508], [0.386, 6.163, 0.126], [-0.620, 0.466, 0.991]], "lumo_energy_ev": -1.37, "de_lowest_kcal_mol": 0.0, "total_charge": 0, "e_homo_ev": -7.54, "fmax_ev_per_a": 7.57, "homo_lumo_gap_ev": 6.1690}



{"formula": "C38H25AsF12GaNO2S3Sb", "method": "the ωB97M-V functional and the def2-TZVPD basis", "symbols": ["F", "F", "C", "H", "H", "H", "F", "C", "H", "C", "H", "C", "H", "H", "H", "H", "H", "H", "C", "C", "O", "H", "H", "F", "F", "C", "H", "C", "C", "C", "C", "C", "H", "S", "C", "As", "F", "C", "C", "C", "H", "H", "S", "Ga", "H", "Sb", "N", "C", "C", "C", "F", "F", "C", "O", "H", "C", "H", "F", "C", "H", "C", "C", "F", "C", "C", "C", "C", "C", "S", "C", "H", "H", "C", "C", "C", "H", "C", "C", "C", "C", "F", "H", "C", "F"], "positions_angstrom": [[-2.570, -3.908, -3.279], [3.527, -0.003, 1.621], [2.367, 0.631, -0.382], [-2.366, -2.046, -7.304], [-3.379, -0.635, -6.990], [-1.915, -0.469, -7.966], [3.701, 0.371, -2.389], [-1.211, -1.044, -3.485], [-2.656, -2.067, -4.694], [0.618, -1.763, 2.636], [-1.922, -3.920, 1.955], [-3.106, -1.484, 2.782], [-4.190, 1.516, 3.896], [1.212, 2.444, 7.439], [-0.019, -5.412, 1.549], [-0.134, 0.609, -6.809], [2.288, -4.596, 1.845], [1.060, 1.110, -4.733], [-0.916, -3.549, 2.091], [0.157, -4.391, 1.864], [-0.731, -1.828, -1.170], [-0.197, 2.687, -3.695], [-3.492, -2.418, 2.398], [-3.307, -2.381, -0.732], [2.379, -1.242, -1.879], [2.543, 3.086, -1.048], [0.906, 4.849, -3.409], [1.597, -0.979, 5.713], [-1.733, -1.271, 2.852], [-2.961, -1.609, -1.779], [-1.557, -0.691, -5.866], [1.935, -0.831, 7.049], [3.929, 5.431, -1.786], [-2.959, 2.267, -3.158], [-3.981, -0.483, 3.162], [0.677, 0.131, 3.031], [2.779, 1.982, 1.551], [-2.350, -0.975, -7.107], [1.933, 1.848, -1.201], [-1.462, -3.408, -2.685], [2.684, 5.897, -0.628], [2.454, 6.231, -2.347], [-4.311, 3.505, 0.079], [-0.317, -0.164, -0.577], [0.652, 2.180, 5.036], [-2.359, 2.945, -1.020], [0.275, 0.473, -2.297], [2.854, 5.514, -1.634], [1.119, 0.099, 4.980], [1.211, 4.011, -2.796], [-3.945, -1.752, -2.675], [-3.007, -0.347, -1.348], [1.453, -3.930, 2.026], [1.376, -0.081, 0.232], [3.303, 3.239, -0.300], [1.682, -2.615, 2.397], [-5.047, -0.639, 3.070], [-1.253, -4.210, -1.637], [1.797, 0.397, 7.674], [2.312, -1.674, 7.614], [0.601, 2.791, -2.975], [-1.537, -1.914, -2.272], [4.190, -0.946, -0.783], [2.192, 4.180, -1.828], [1.321, 1.482, 6.955], [-0.248, -0.009, -3.466], [3.303, 1.017, 0.784], [0.949, 1.676, -2.201], [-1.410, 1.275, 0.638], [0.191, 0.472, -4.711], [-1.762, 1.932, 3.980], [2.064, 0.513, 8.717], [-3.499, 0.732, 3.623], [3.153, -0.300, -1.352], [-0.464, 0.163, -5.878], [2.696, -2.245, 2.493], [1.001, 1.332, 5.620], [-0.698, -2.235, 2.492], [-1.249, -0.032, 3.298], [-2.135, 0.958, 3.684], [4.534, 1.451, 0.431], [1.706, -1.945, 5.233], [-1.863, -1.333, -4.677], [-0.460, -3.648, -3.544]], "lumo_energy_ev": [4.14, 3.57], "de_lowest_kcal_mol": 14.8, "total_charge": -2, "spin_multiplicity": 2, "e_homo_ev": [-1.87, -2.03], "fmax_ev_per_a": 1.20, "homo_lumo_gap_ev": [6.0142, 5.6076]}



{"formula": "C5H8O4S", "method": "the ωB97M-V functional and the def2-TZVPD basis", "symbols": ["H", "C", "C", "S", "O", "H", "H", "C", "C", "O", "H", "H", "O", "C", "H", "O", "H", "H"], "positions_angstrom": [[-0.857, 2.160, -0.517], [-0.449, 0.465, 0.650], [3.066, 0.802, 0.040], [2.693, -0.758, 0.763], [-0.352, -0.668, -1.343], [2.303, 2.355, -0.972], [-0.060, 0.532, 1.649], [0.981, -1.639, 0.320], [-1.323, 1.395, -0.024], [4.112, 1.265, 0.368], [-2.052, 1.785, 0.771], [0.909, -2.109, 1.315], [2.159, 1.358, -0.878], [-0.039, -0.586, -0.031], [0.105, -1.447, -1.588], [1.104, -2.637, -0.597], [-1.885, 0.825, -0.713], [1.714, -3.366, -0.322]], "lumo_energy_ev": 0.19, "de_lowest_kcal_mol": 2.9, "total_charge": 0, "e_homo_ev": -8.44, "fmax_ev_per_a": 4.39, "smiles": "C/C=C(\\O)[C@@H](O)SC(=O)O", "homo_lumo_gap_ev": 8.6308}



{"formula": "C4H5N2O", "method": "the ωB97M-V functional and the def2-TZVPD basis", "symbols": ["H", "N", "C", "O", "N", "H", "C", "C", "H", "C", "H", "H"], "positions_angstrom": [[-1.068, -0.800, -2.102], [-1.026, -0.323, 0.082], [-0.688, 1.029, 0.229], [2.327, -0.159, 2.763], [0.390, 0.077, 0.372], [-1.297, 1.370, 1.013], [-0.495, -0.704, -1.293], [1.281, -0.571, 2.592], [1.795, -0.447, -1.289], [0.762, -0.388, -0.950], [0.432, -1.130, 2.647], [-0.822, 1.554, -0.660]], "lumo_energy_ev": -6.10, "de_lowest_kcal_mol": 129.8, "total_charge": 1, "e_homo_ev": -14.06, "fmax_ev_per_a": 5.97, "homo_lumo_gap_ev": 7.9584}



{"formula": "C38H42MoN3O4P2Si2", "method": "the ωB97M-V functional and the def2-TZVPD basis", "symbols": ["C", "O", "O", "C", "C", "H", "C", "H", "C", "H", "C", "H", "O", "H", "C", "H", "P", "C", "H", "H", "H", "C", "C", "C", "P", "H", "H", "C", "N", "H", "H", "H", "C", "Si", "H", "O", "C", "C", "C", "H", "H", "N", "C", "H", "H", "C", "C", "C", "C", "H", "C", "H", "H", "H", "H", "H", "H", "H", "C", "C", "C", "Mo", "Si", "H", "C", "C", "H", "H", "H", "H", "H", "H", "C", "C", "H", "C", "C", "H", "C", "H", "H", "C", "H", "C", "C", "C", "N", "H", "C", "C", "H", "H"], "positions_angstrom": [[-3.054, -0.748, -2.909], [0.643, -0.208, 2.517], [3.870, -1.124, 7.741], [0.438, -4.983, -3.729], [3.919, 2.831, -2.731], [4.595, 2.993, -4.758], [-4.872, -0.538, -0.803], [-2.455, 5.030, -3.657], [0.183, -0.121, -1.318], [2.455, 2.239, -5.735], [1.497, 1.999, -3.838], [-4.423, 4.579, -2.237], [2.580, -0.964, 0.797], [-2.931, -3.758, 0.028], [3.257, -1.136, 1.869], [-0.716, 2.017, 3.017], [0.288, 1.633, -1.427], [1.132, -0.308, 4.820], [-6.295, 0.002, -2.312], [4.860, 3.158, -2.310], [3.282, 2.746, 1.556], [2.443, 2.834, 2.250], [0.945, -3.038, -2.417], [-2.413, 4.257, -2.901], [-0.967, -1.441, -1.291], [4.273, -1.500, 1.706], [2.983, 2.579, -0.822], [-0.428, -2.804, -2.267], [0.652, 1.625, 0.227], [-4.327, 2.840, -0.483], [-1.641, -5.418, -4.041], [2.429, -4.316, -3.279], [-0.924, -4.751, -3.583], [0.821, 3.089, 1.387], [1.776, -0.460, 6.870], [5.378, -1.688, 6.293], [-1.194, 2.541, -1.742], [-2.655, -1.014, -1.595], [2.563, 2.316, -4.662], [2.644, 3.707, 2.877], [1.172, -3.967, 1.209], [4.281, -1.303, 6.621], [-2.054, -2.214, 2.894], [0.997, 5.457, 0.950], [-2.135, -2.929, 3.718], [-3.560, -0.897, -0.540], [0.543, -3.705, 2.064], [3.330, -1.017, 5.516], [3.742, -1.193, 4.229], [1.097, -3.037, 2.727], [-3.518, 4.003, -2.100], [4.751, -1.536, 4.030], [-2.267, 1.543, -0.148], [-5.587, -0.467, 0.006], [-3.248, -1.089, 0.479], [-2.428, -3.486, -2.735], [-0.380, 3.755, -3.336], [0.370, -4.627, 2.624], [-2.307, 2.293, -0.930], [-3.466, 3.023, -1.112], [-5.269, -0.275, -2.109], [0.732, -0.265, 0.548], [-1.085, -3.001, 1.524], [1.560, 4.596, -0.472], [1.509, -0.469, 3.494], [2.042, -0.579, 5.827], [-2.354, -0.846, -3.733], [0.561, 1.671, -4.276], [-4.682, -0.172, -4.172], [-2.453, -4.966, 1.208], [-1.579, -1.312, 3.279], [-0.600, 3.762, 3.247], [1.647, 2.109, -2.451], [3.768, 2.738, -4.109], [-1.579, 3.126, 1.932], [-1.245, 3.532, -2.726], [-1.366, -3.662, -2.851], [1.673, -2.364, -1.980], [2.828, -0.920, 3.184], [2.442, 1.969, 2.916], [0.132, 0.033, 5.052], [2.861, 2.509, -1.896], [-0.178, 4.758, -0.153], [-4.362, -0.373, -3.159], [-2.066, -4.207, 0.522], [-0.655, 2.972, 2.493], [-0.639, -1.603, 0.361], [-1.458, -4.724, -0.222], [1.372, -4.130, -3.149], [0.797, 4.594, 0.308], [0.778, -5.834, -4.304], [-3.073, -1.968, 2.592]], "lumo_energy_ev": [-10.65, -10.64], "de_lowest_kcal_mol": 0.0, "total_charge": 3, "e_homo_ev": [-17.13, -17.13], "fmax_ev_per_a": 0.29, "homo_lumo_gap_ev": [6.4799, 6.4834]}



Which formula does entry 1 have?
C34H36AsBF2I2N3OTl